Entry 1:
DFT (the ωB97M-V functional and the def2-TZVPD basis) results for C3HAuLiO4 as an isolated structure at a distorted geometry.

Summary:
- gap between HOMO and LUMO (alpha / beta) (eV) = 8.69 / 4.94
- expectation value of S² = 3.7587
- HOMO (alpha / beta) (eV) = -16.75 / -17.17

ORCA input file:
```
! wB97M-V def2-TZVPD RIJCOSX def2/J DEFGRID3
* xyz 2 4
O 3.0905 0.7282 0.0887
C 1.9358 0.9527 0.1274
O 0.9681 1.5942 0.2536
Au 4.9030 1.2944 0.0505
O -0.0965 -1.4486 0.0050
C -1.0935 -0.5833 0.2924
C -1.4545 0.5985 0.3012
O -2.0122 1.7102 0.0932
Li -3.0210 3.0581 0.5108
H -0.7370 -2.1114 -0.4407
*
```



Entry 2:
DFT (the ωB97M-V functional and the def2-TZVPD basis) results for a 2-piece molecular cluster, C3HBr2FN2 overall at a distorted geometry.

Summary:
- gap between HOMO and LUMO (alpha / beta) (eV) = 7.84 / 7.84
- HOMO (alpha / beta) (eV) = -8.73 / -8.73
- ΔE to the lowest compared entry with this formula, charge and spin (kcal per mole) = 2.5

ORCA input file:
```
! wB97M-V def2-TZVPD RIJCOSX def2/J DEFGRID3
* xyz 0 1
C -1.5728 -0.2720 -1.0972
C 0.1933 -0.7397 1.7504
C -1.0282 0.6743 -0.5686
N -0.1147 0.3399 1.3389
N -0.2759 1.1557 0.4244
F -2.2426 -0.8786 -2.0143
Br -0.1753 -1.7417 3.2107
Br 2.6854 0.8429 -2.2092
H 2.5308 0.6192 -0.8351
*
```